[1]
Formula: C5H15NO
Source: the Open Molecules 2025 dataset
Level of theory: wB97M-V/def2-TZVPD

Structure (XYZ):
```
22
Properties=species:S:1:pos:R:3:mulliken_charge:R:1
C -0.85662 -0.54270 0.95964 -0.962
N -0.58174 -1.76094 0.22284 -0.353
C -0.31115 -1.52708 -1.18350 -0.875
C 1.17142 -1.29235 -1.50641 0.998
C 1.97590 -0.39582 -0.56324 -1.703
C 1.32691 -0.79426 -2.94041 -1.466
H -0.93202 -0.76022 2.03005 0.310
H -0.05850 0.17471 0.85507 0.288
H -1.83566 -0.09184 0.73502 0.347
H -1.39301 -2.34820 0.32889 0.267
H -0.64299 -2.39110 -1.75764 0.391
H -0.89837 -0.68429 -1.57162 0.322
H 1.63332 -2.28733 -1.40554 0.144
H 3.01070 -0.42400 -0.92236 0.409
H 1.63636 0.63405 -0.70703 0.389
H 1.96797 -0.74580 0.47522 0.379
H 2.30347 -1.09715 -3.32437 0.391
H 0.62761 -1.30049 -3.62590 0.364
H 1.18922 0.29158 -2.97891 0.360
O -2.27432 5.18960 4.18566 -0.642
H -2.17649 4.45639 3.56986 0.319
H -1.87538 4.86401 5.01507 0.323
```

Results
SMILES = CNCC(C)C.O
Kohn-Sham gap = 9.571 eV

[2]
Formula: C5H9F
Source: the Open Molecules 2025 dataset
Level of theory: wB97M-V/def2-TZVPD

Structure (XYZ):
```
15
Properties=species:S:1:pos:R:3:mulliken_charge:R:1
C -0.11571 -0.47076 1.50681 -1.217
C -0.42414 -0.03228 0.22975 0.524
C -1.83901 0.49045 -0.06288 -1.082
C 0.41844 0.20710 -0.84075 0.506
C 1.81360 -0.04367 -0.92717 -0.857
F -0.17159 0.56268 -2.07674 -0.319
H -0.83338 -1.10292 1.91907 0.367
H -0.08982 0.28836 2.26054 0.293
H 0.98320 -0.85159 1.52536 0.182
H -1.65311 0.71352 -1.32158 0.241
H -2.33659 -0.49434 0.08706 0.283
H -2.20402 1.20873 0.59228 0.373
H 2.50137 0.84604 -0.71384 0.207
H 1.87274 -0.42215 -2.10592 0.264
H 2.07801 -0.89917 -0.07198 0.237
```

Results
SMILES = CC(C)=C(C)F
Kohn-Sham gap = 9.431 eV

[3]
Formula: C20H24N
Source: the Open Molecules 2025 dataset
Level of theory: wB97M-V/def2-TZVPD

Structure (XYZ):
```
45
Properties=species:S:1:pos:R:3:mulliken_charge:R:1
C -0.24397 -0.73604 2.10554 -1.697
N -1.50385 -0.78036 1.41579 0.416
C -2.28191 -2.00157 1.63239 -0.313
C -3.75594 -1.57034 1.64407 -0.562
C -3.76905 -0.02497 1.61592 -0.557
C -2.30419 0.43141 1.57907 -0.623
H 0.35785 0.06551 1.66377 0.566
H -0.33778 -0.53056 3.19636 0.478
H 0.27376 -1.69637 1.95856 0.478
H -2.09048 -2.72365 0.81982 -0.078
H -1.99187 -2.49085 2.58772 0.388
H -4.26972 -1.96827 0.76462 0.259
H -4.24789 -1.96289 2.53938 0.299
H -4.29591 0.33132 0.72872 0.279
H -4.26670 0.38372 2.49924 0.294
H -2.02101 0.95532 2.51641 0.313
H -2.11833 1.12962 0.74469 0.200
C 0.35528 -0.80437 -0.74109 -0.480
C -0.67842 -0.95241 -1.71058 0.917
C -1.29094 -2.22805 -1.86192 -0.211
C -1.96399 -2.54433 -3.03240 -0.840
C -2.12254 -1.57078 -4.03479 -0.290
C -1.65778 -0.26113 -3.82630 -0.754
C -0.98832 0.07174 -2.65242 -0.320
C 1.29232 0.23758 -0.73181 -0.421
C 2.27572 0.36177 0.24683 -0.235
C 3.24790 1.41136 0.33000 0.748
C 4.33768 1.30011 1.24477 -0.379
C 5.27291 2.32046 1.37297 -0.613
C 5.15694 3.48527 0.59770 -0.353
C 4.09813 3.61123 -0.31106 -0.685
C 3.14900 2.60145 -0.44409 -0.384
H 0.53694 -1.68954 -0.12142 0.510
H -1.15519 -2.98737 -1.08300 0.292
H -2.35695 -3.55219 -3.16686 0.416
H -2.61528 -1.83450 -4.97416 0.391
H -1.82214 0.50468 -4.58615 0.402
H -0.65207 1.09736 -2.46860 0.483
H 1.28038 0.97386 -1.54350 0.449
H 2.36115 -0.41266 1.01190 0.368
H 4.44264 0.38011 1.82803 0.367
H 6.11750 2.20226 2.05223 0.388
H 5.89473 4.27827 0.68893 0.393
H 4.03132 4.49331 -0.94638 0.383
H 2.32002 2.69549 -1.14887 0.319
```

Results
Kohn-Sham gap = 5.712 eV
total charge = +1

E_tot (computed, a.u.): -329.4738; -295.6587; -830.9592
Energy above the lowest of the compared OMol25 structures with the same formula, charge and spin (computed, eV): 0.921; 2.759; 2.026